No. 1
Density functional theory data (ωB97M-V/def2-TZVPD) for C37H31BrN3O5S2W as an isolated structure in a non-equilibrium geometry.

The calculation puts the molar mass at 925.55 g/mol. The max |F| comes out at 2.0 eV/Å. The HOMO energy (alpha / beta) is -9.49 / -10.84 eV. The calculation puts the HOMO-LUMO gap (alpha / beta) at 6.3 / 7.5 eV. Its multiplicity is 3. As for the charge: +1. As for the relative energy (zero: lowest compared OMol25 entry of this formula, charge and spin): 1.285 eV.

Cartesian coordinates (Å):
W1 -0.37 -0.37 0.32
C1 -2.30 -3.50 2.36
C2 -2.34 -2.28 1.51
N1 -1.52 -1.28 1.71
N2 -0.21 -1.50 2.20
C3 0.37 -0.32 2.59
S1 -0.39 1.19 2.33
S2 1.91 -0.38 3.37
C4 2.66 -2.01 3.00
C5 1.95 -3.25 3.46
C6 1.72 -3.49 4.81
C7 1.11 -4.67 5.22
C8 0.74 -5.62 4.28
C9 0.97 -5.39 2.93
C10 1.57 -4.21 2.53
C11 -3.31 -2.08 0.45
C12 -4.47 -2.89 0.43
C13 -5.42 -2.75 -0.55
C14 -5.23 -1.80 -1.56
C15 -4.11 -1.00 -1.58
C16 -3.13 -1.11 -0.58
O1 -2.06 -0.31 -0.69
H1 -1.38 -3.54 2.92
H2 -2.40 -4.39 1.73
H3 -3.15 -3.49 3.05
H4 3.60 -1.89 3.54
H5 2.88 -2.04 1.94
H6 2.01 -2.75 5.54
H7 0.94 -4.84 6.27
H8 0.28 -6.55 4.61
H9 0.69 -6.13 2.20
H10 1.75 -4.04 1.47
H11 -4.61 -3.61 1.22
H12 -6.31 -3.37 -0.54
H13 -5.97 -1.69 -2.34
H14 -3.95 -0.27 -2.36
C17 -1.30 7.76 -1.82
O2 -0.69 6.55 -1.38
C18 -0.45 6.41 -0.04
C19 -0.60 7.44 0.88
C20 -0.35 7.22 2.23
C21 0.03 5.97 2.68
C22 0.18 4.94 1.76
C23 -0.05 5.15 0.41
N3 0.12 4.01 -0.44
C24 0.30 3.99 -1.73
C25 0.41 2.83 -2.55
C26 0.69 3.05 -3.92
C27 0.75 2.01 -4.81
C28 0.47 0.72 -4.34
C29 0.20 0.47 -3.01
C30 0.21 1.51 -2.07
O3 0.04 1.32 -0.78
H15 -1.53 7.61 -2.87
H16 -0.60 8.60 -1.72
H17 -2.21 7.96 -1.26
H18 -0.89 8.42 0.54
H19 -0.47 8.04 2.92
H20 0.22 5.79 3.72
H21 0.50 3.96 2.09
H22 0.11 3.09 0.01
H23 0.37 4.96 -2.22
H24 0.86 4.07 -4.25
H25 0.98 2.19 -5.85
H26 0.45 -0.10 -5.04
H27 -0.07 -0.54 -2.70
Br1 2.34 -5.43 -4.44
C31 2.84 -3.95 -3.38
C32 4.10 -3.40 -3.52
C33 4.48 -2.31 -2.75
C34 3.59 -1.77 -1.84
C35 2.32 -2.33 -1.72
C36 1.93 -3.42 -2.48
C37 1.35 -1.74 -0.77
O4 0.15 -2.15 -0.68
O5 1.65 -0.76 -0.02
H28 4.80 -3.83 -4.23
H29 5.47 -1.89 -2.86
H30 3.86 -0.91 -1.23
H31 0.94 -3.84 -2.37

No. 2
Density functional theory data (ωB97M-V/def2-TZVPD) for C34H30Cl2N9O6STi as an isolated structure.

The calculation puts the molar mass at 811.51 g/mol. The max |F| comes out at 0.7 eV/Å. The HOMO energy (alpha / beta) is -7.76 / -8.06 eV. The calculation puts the HOMO-LUMO gap (alpha / beta) at 7.0 / 7.2 eV. Its multiplicity is 2. As for the relative energy (zero: lowest compared OMol25 entry of this formula, charge and spin): 0.000 eV.

Cartesian coordinates (Å):
Ti1 1.58 1.02 1.04
O1 2.73 0.44 6.53
C1 3.23 -0.65 5.92
C2 3.85 -1.60 6.73
C3 4.38 -2.75 6.18
C4 4.31 -2.98 4.80
C5 3.70 -2.04 4.00
C6 3.16 -0.86 4.53
C7 2.53 0.10 3.63
O2 2.57 -0.10 2.36
N1 1.94 1.17 4.14
N2 1.43 1.90 3.11
C8 0.84 3.00 3.39
C9 0.35 3.76 2.25
C10 -0.35 4.96 2.41
C11 -0.78 5.63 1.28
C12 -0.51 5.09 0.04
C13 0.19 3.89 -0.03
N3 0.61 3.23 1.05
H1 2.29 0.99 5.85
H2 3.90 -1.42 7.80
H3 4.85 -3.48 6.82
H4 4.71 -3.88 4.37
H5 3.62 -2.20 2.93
H6 0.74 3.35 4.41
H7 -0.54 5.34 3.40
H8 -1.33 6.56 1.38
H9 -0.83 5.58 -0.87
H10 0.41 3.42 -0.97
N4 2.06 -1.03 0.10
N5 1.08 -1.67 -0.67
C14 0.55 -2.82 -0.24
N6 -0.44 -3.32 -1.02
S1 1.09 -3.58 1.15
H11 2.97 -1.14 -0.36
H12 2.13 -1.62 0.94
H13 0.65 -1.09 -1.37
H14 -0.89 -2.74 -1.71
H15 -1.02 -4.02 -0.59
O3 3.36 1.97 0.49
N7 3.58 2.24 -0.73
N8 2.60 1.97 -1.49
O4 1.46 1.47 -1.03
C15 2.73 2.22 -2.90
C16 1.58 2.45 -3.63
C17 1.69 2.69 -5.00
C18 2.93 2.71 -5.60
C19 4.08 2.48 -4.85
C20 3.98 2.23 -3.49
H16 0.62 2.45 -3.14
H17 0.80 2.87 -5.58
H18 3.02 2.89 -6.67
H19 5.05 2.48 -5.32
H20 4.86 2.04 -2.89
Cl1 -3.63 -3.87 0.92
C21 -4.97 -3.53 -0.12
C22 -6.04 -4.42 -0.16
C23 -7.09 -4.17 -1.02
C24 -7.09 -3.04 -1.82
C25 -6.03 -2.15 -1.75
Cl2 -6.09 -0.72 -2.72
C26 -4.94 -2.38 -0.90
N9 -3.90 -1.45 -0.81
C27 -3.00 -1.28 -1.87
C28 -3.02 -2.08 -3.01
C29 -2.09 -1.90 -4.03
C30 -1.12 -0.92 -3.92
C31 -1.11 -0.12 -2.79
C32 -2.03 -0.27 -1.76
C33 -1.98 0.66 -0.57
C34 -1.40 -0.02 0.68
O5 -2.00 -0.95 1.20
O6 -0.29 0.47 1.12
H21 -6.02 -5.30 0.46
H22 -7.93 -4.87 -1.07
H23 -7.92 -2.84 -2.49
H24 -3.40 -1.43 0.09
H25 -3.76 -2.86 -3.10
H26 -2.13 -2.55 -4.90
H27 -0.39 -0.78 -4.71
H28 -0.36 0.66 -2.69
H29 -2.99 0.98 -0.32
H30 -1.37 1.53 -0.82

No. 3
Density functional theory data (ωB97M-V/def2-TZVPD) for one molecule with the formula C6H10O in a non-equilibrium geometry.

The calculation puts the molar mass at 98.14 g/mol. The max |F| comes out at 1.4 eV/Å. The HOMO energy is -8.30 eV. The calculation puts the HOMO-LUMO gap at 9.0 eV. As for the relative energy (zero: lowest compared OMol25 entry of this formula, charge and spin): 1.949 eV. As for the SMILES: C=C(O)/C=C/CC.

Cartesian coordinates (Å):
C1 2.13 2.14 -0.89
C2 0.99 1.48 -1.13
O1 -0.02 2.03 -1.91
C3 0.72 0.18 -0.50
C4 -0.49 -0.17 -0.02
C5 -0.75 -0.98 1.23
C6 -1.44 -2.34 0.92
H1 2.19 3.07 -1.44
H2 2.80 1.95 -0.06
H3 -0.36 2.77 -1.39
H4 1.55 -0.44 -0.16
H5 -1.37 -0.05 -0.66
H6 -1.48 -0.46 1.86
H7 0.22 -1.12 1.70
H8 -1.15 -2.63 -0.10
H9 -2.53 -2.38 0.90
H10 -1.03 -3.04 1.65

No. 4
Density functional theory data (ωB97M-V/def2-TZVPD) for C29H19BrF5NOPPtSe4Te as an isolated structure.

The calculation puts the molar mass at 1241.86 g/mol. The max |F| comes out at 0.5 eV/Å. The HOMO energy (alpha / beta) is -10.38 / -10.46 eV. The calculation puts the HOMO-LUMO gap (alpha / beta) at 7.5 / 5.5 eV. Its multiplicity is 5. As for the charge: +1. As for the relative energy (zero: lowest compared OMol25 entry of this formula, charge and spin): 1.237 eV.

Cartesian coordinates (Å):
Pt1 0.35 0.16 0.09
Se1 -0.04 1.92 1.68
Se2 3.12 0.97 4.96
Te1 0.85 1.65 5.33
Se3 -0.39 0.46 3.43
O1 -4.84 -0.71 -3.26
C1 -3.78 -0.44 -2.49
C2 -3.50 0.82 -1.97
C3 -2.37 0.98 -1.20
N1 -1.53 -0.03 -0.94
C4 -1.82 -1.23 -1.44
Br1 -0.62 -2.60 -1.00
C5 -2.93 -1.50 -2.21
H1 -5.39 0.07 -3.40
H2 -4.15 1.66 -2.16
H3 -2.12 1.94 -0.77
H4 -3.13 -2.49 -2.58
C6 4.85 3.71 -1.38
C7 3.53 3.76 -0.98
C8 2.79 2.59 -0.86
C9 3.38 1.36 -1.14
C10 4.71 1.32 -1.57
C11 5.44 2.48 -1.68
P1 2.44 -0.19 -0.92
C12 2.44 -0.96 -2.55
C13 2.56 -2.34 -2.71
C14 2.55 -2.90 -3.98
C15 2.40 -2.09 -5.09
C16 2.25 -0.72 -4.94
C17 2.27 -0.15 -3.68
C18 3.47 -1.24 0.15
C19 4.65 -1.83 -0.30
C20 5.45 -2.56 0.56
C21 5.07 -2.72 1.89
C22 3.89 -2.15 2.35
C23 3.09 -1.42 1.48
H5 5.42 4.62 -1.47
H6 3.06 4.71 -0.75
H7 1.76 2.62 -0.54
H8 5.17 0.37 -1.82
H9 6.47 2.44 -2.01
H10 2.66 -2.98 -1.84
H11 2.66 -3.97 -4.09
H12 2.40 -2.53 -6.08
H13 2.13 -0.09 -5.82
H14 2.16 0.92 -3.57
H15 4.95 -1.73 -1.34
H16 6.36 -3.01 0.20
H17 5.69 -3.30 2.57
H18 3.59 -2.27 3.38
H19 2.17 -0.98 1.85
F1 -7.90 1.51 1.22
C24 -6.75 0.87 1.34
C25 -5.83 1.29 2.29
F2 -6.11 2.32 3.07
C26 -4.63 0.62 2.41
F3 -3.78 1.04 3.34
C27 -4.30 -0.47 1.59
Se4 -2.71 -1.41 1.76
C28 -5.25 -0.85 0.62
F4 -5.02 -1.84 -0.23
C29 -6.46 -0.19 0.49
F5 -7.34 -0.55 -0.44